Here is 2 unconnected molecules or ions with the total composition C4H6N2 in a non-equilibrium geometry from OMol25. Energies are from ωB97M-V/def2-TZVPD.

* HOMO: -0.377 Ha
* energy relative to the best compared isomer or geometry (same formula, charge and spin): 2.035 eV
* gap between HOMO and LUMO: 10.98 eV
* calculated total energy: -265.46079 Ha
* lowest unoccupied orbital energy: 0.0268 Eh
* net charge: 0
* 2S+1: 1
* molar mass: 82.11 g/mol

Positions of all 12 atoms, in Å:
N -1.157 0.445 -1.464
N 2.188 0.964 0.755
C 0.702 -0.960 1.669
C -0.382 1.428 -1.672
C 1.512 0.108 1.148
C -0.305 -1.501 0.983
H -0.595 -1.137 -0.002
H -0.607 2.258 -2.353
H 0.967 -1.299 2.666
H -0.880 -2.310 1.426
H -2.016 0.534 -2.010
H 0.573 1.471 -1.145

***

Here is C5H8N2 in the gas phase from OMol25. Energies are from ωB97M-V/def2-TZVPD.

* HOMO: -0.360 Ha
* energy relative to the best compared isomer or geometry (same formula, charge and spin): 0.986 eV
* gap between HOMO and LUMO: 10.33 eV
* calculated total energy: -304.79927 Ha
* lowest unoccupied orbital energy: 0.0191 Eh
* net charge: 0
* 2S+1: 1
* molar mass: 96.13 g/mol

Positions of all 15 atoms, in Å:
N -3.872 0.044 1.119
N 1.324 0.477 1.118
C -1.502 -0.701 0.374
C 1.527 0.479 -0.325
C -0.858 -0.172 -0.672
C -2.821 -0.290 0.767
C 0.566 -0.516 -0.997
H 1.411 1.469 -0.799
H 0.457 0.953 1.347
H -1.355 0.586 -1.277
H 0.797 -1.521 -0.629
H 2.068 0.988 1.579
H 2.553 0.151 -0.526
H -1.022 -1.447 1.002
H 0.726 -0.501 -2.082